Version i
{
  "formula": "CH4N2O2S",
  "method": "ωB97M-V/def2-TZVPD",
  "orbital_gap_ev": 9.1,
  "total_charge": 0,
  "mol_weight_g_mol": 108.12,
  "e_lumo_ev": 0.0,
  "homo_energy_ev": -9.08,
  "species": ["S", "O", "O", "N", "N", "C", "H", "H", "H", "H"],
  "coordinates": [[-0.5580, -0.3239, -0.1892], [-0.9664, -1.6944, -0.2953], [1.8109, 0.6561, -2.7679], [0.6166, 0.2729, -1.0130], [0.7835, 0.1634, -2.3489], [-0.0693, 0.0605, 1.4962], [0.8171, -0.5223, 1.7234], [-0.8790, -0.2053, 2.1662], [0.1589, 1.1180, 1.5412], [-1.7144, 0.4749, -0.3128]],
  "lowdin_charge": [0.7585, -0.3691, -0.0461, -0.2745, -0.1888, -0.1677, 0.0724, 0.0649, 0.0622, 0.0882]
}

Version ii
{
  "formula": "CH4N2O2S",
  "method": "ωB97M-V/def2-TZVPD",
  "orbital_gap_ev": 9.5,
  "total_charge": 0,
  "mol_weight_g_mol": 108.12,
  "e_lumo_ev": 0.1,
  "homo_energy_ev": -9.38,
  "species": ["S", "O", "O", "N", "N", "C", "H", "H", "H", "H"],
  "coordinates": [[-0.6756, -1.2647, -0.5549], [2.4100, -1.2894, 0.1470], [3.4340, 0.4768, -0.3468], [2.3534, 0.0291, -0.1768], [-2.2411, 0.7795, 0.1258], [-0.9948, 0.1962, 0.0978], [-3.0239, 0.1693, -0.1893], [-2.4409, 1.8116, 0.3290], [1.3996, -1.6634, -0.0030], [-0.2207, 0.7550, 0.5712]],
  "lowdin_charge": [0.6672, -0.1013, 0.0108, -0.1628, 0.0012, -0.7298, 0.1014, 0.1414, 0.0291, 0.0429]
}

Version iii
{
  "formula": "CH4N2O2S",
  "method": "ωB97M-V/def2-TZVPD",
  "orbital_gap_ev": 9.5,
  "total_charge": 0,
  "mol_weight_g_mol": 108.12,
  "e_lumo_ev": 0.3,
  "homo_energy_ev": -9.21,
  "species": ["S", "O", "O", "N", "N", "C", "H", "H", "H", "H"],
  "coordinates": [[-2.4838, -0.0746, -0.2434], [-0.1839, 2.0032, -0.0753], [1.6216, -0.9053, -0.0071], [-0.7893, -0.2103, -0.0568], [1.3602, 0.3843, -0.2499], [0.0732, 0.8212, -0.0828], [-3.0451, -0.5312, 1.1450], [2.0498, 0.9347, 0.2198], [-0.3547, -1.1197, 0.3357], [1.7520, -1.3023, -0.9852]],
  "lowdin_charge": [0.7067, 0.0528, -0.0799, -0.3849, -0.0404, -0.6872, -0.0425, 0.1448, 0.1371, 0.1936]
}

Version iv
{
  "formula": "CH4N2O2S",
  "method": "ωB97M-V/def2-TZVPD",
  "orbital_gap_ev": 10.0,
  "total_charge": 0,
  "mol_weight_g_mol": 108.12,
  "e_lumo_ev": 0.6,
  "homo_energy_ev": -9.46,
  "species": ["S", "O", "O", "N", "N", "C", "H", "H", "H", "H"],
  "coordinates": [[0.7234, -0.1324, 0.3135], [0.4829, 0.6593, -0.8323], [0.6573, -1.1951, -2.9201], [-0.4030, -1.1672, -2.4643], [-1.4510, -1.2147, -2.1179], [-0.3610, 0.5895, 1.6932], [-0.3432, 1.6434, 1.6095], [-1.3831, 0.1859, 1.3221], [0.0408, 0.3157, 2.5898], [2.0368, 0.3158, 0.8065]],
  "lowdin_charge": [0.7705, -0.6080, 0.0945, -0.3602, 0.2338, -0.2403, 0.0244, 0.0822, -0.0068, 0.0100]
}

We find version iii to be the most stable, with the next structure 47.2 kJ/mol higher.

Version i
{
  "formula": "C5H6S",
  "method": "ωB97M-V/def2-TZVPD",
  "orbital_gap_ev": 8.0,
  "total_charge": 0,
  "mol_weight_g_mol": 98.17,
  "e_lumo_ev": -0.9,
  "homo_energy_ev": -8.83,
  "species": ["S", "C", "C", "C", "C", "C", "H", "H", "H", "H", "H", "H"],
  "coordinates": [[0.6586, 3.9691, 1.4151], [-0.7502, -1.8527, -0.8476], [0.1834, -0.6458, -0.9491], [0.2360, 1.3222, 0.8158], [0.0819, 0.3274, 0.1321], [0.4786, 2.3640, 1.7537], [-0.6245, -2.3214, 0.1461], [0.6552, 2.1125, 2.8465], [0.0851, -0.1695, -1.8457], [1.2230, -0.9851, -0.9635], [-0.4717, -2.6164, -1.5623], [-1.7553, -1.5043, -0.9410]],
  "lowdin_charge": [0.6413, -0.0922, -0.2502, -0.1106, 0.0040, -0.6810, 0.0841, 0.0650, 0.0799, 0.1248, 0.0697, 0.0653]
}

Version ii
{
  "formula": "C5H6S",
  "method": "ωB97M-V/def2-TZVPD",
  "orbital_gap_ev": 8.1,
  "total_charge": 0,
  "mol_weight_g_mol": 98.17,
  "e_lumo_ev": -1.0,
  "homo_energy_ev": -9.13,
  "species": ["S", "C", "C", "C", "C", "C", "H", "H", "H", "H", "H", "H"],
  "coordinates": [[-0.5485, 2.2026, -1.0429], [2.0936, -0.7326, -0.9792], [-0.3186, -1.2796, -0.1175], [0.4282, 0.6061, 0.4232], [-0.7568, -0.1943, 0.8749], [0.9658, -0.4843, -0.3878], [-0.9298, -1.3530, -1.0130], [-1.7311, 0.2533, 0.6913], [0.5993, 2.4517, -1.6664], [1.0273, 1.2917, 0.9963], [-0.7023, -0.4957, 1.9214], [-0.1271, -2.2658, 0.2999]],
  "lowdin_charge": [0.4732, 0.2669, -0.1195, -0.2631, -0.2016, -0.4430, 0.1170, 0.0966, -0.2499, 0.0907, 0.1186, 0.1141]
}

Version iii
{
  "formula": "C5H6S",
  "method": "ωB97M-V/def2-TZVPD",
  "orbital_gap_ev": 8.7,
  "total_charge": 0,
  "mol_weight_g_mol": 98.17,
  "e_lumo_ev": 0.2,
  "homo_energy_ev": -8.50,
  "species": ["S", "C", "C", "C", "C", "C", "H", "H", "H", "H", "H", "H"],
  "coordinates": [[-2.1277, 0.1416, 0.4086], [-0.9088, -1.2436, 0.1433], [0.4134, -0.8324, -0.4230], [1.2123, 0.0715, 0.0622], [-1.6824, 1.2093, -0.7361], [2.0651, 0.9372, 0.5060], [2.8153, 0.6742, 1.2344], [-2.3465, 2.0817, -0.6649], [-1.4093, -1.9457, -0.5211], [-0.8061, -1.6975, 1.1320], [0.7111, -1.3610, -1.3218], [2.0636, 1.9646, 0.1804]],
  "lowdin_charge": [0.8329, -0.4433, -0.2006, -0.1316, -0.3722, 0.0170, 0.0576, -0.0664, 0.0675, 0.0690, 0.1101, 0.0599]
}

We find version i to be the most stable, with the next structure 182.0 kJ/mol higher.